# 1
A structure of composition H18KrO9. Source: the OMol25 dataset; level of theory: the ωB97M-V functional and the def2-TZVPD basis.

Geometry as ORCA input:
```
! RIJCOSX wB97M-V def2-TZVPD def2/J DEFGRID3
* xyz 0 1
Kr 0.48272 0.35703 0.24767
O -2.63202 -0.51064 -1.07024
H -1.81586 -0.93993 -0.81369
H -2.71167 0.23131 -0.47074
O -0.74001 -2.86624 -0.82148
H -1.12969 -2.65456 0.02680
H 0.20381 -2.84942 -0.66292
O 0.60412 2.81302 2.88008
H 0.21428 3.14077 2.06962
H 0.61609 3.57112 3.46434
O 3.46272 0.79634 -1.82534
H 2.92977 1.12155 -2.55090
H 3.63620 1.57017 -1.28931
O -0.41321 3.83669 0.11966
H -0.96956 4.61459 0.15939
H -1.01352 3.12306 -0.09620
O -1.40160 -2.59469 1.93597
H -1.17456 -2.05530 2.69342
H -2.35839 -2.58258 1.91085
O 1.92959 -2.80895 0.51838
H 2.08442 -3.74931 0.60770
H 1.99079 -2.46976 1.41137
O -2.87673 1.99321 0.07840
H -3.55268 2.54708 -0.31217
H -3.20889 1.78963 0.95273
O 2.48942 -1.82412 -3.42407
H 2.97491 -2.49243 -2.94044
H 2.37966 -1.10768 -2.79884
*
```

ΔE to the lowest compared entry with this formula, charge and spin ... 78.25 kJ/mol
Kohn-Sham gap ... 10.402 eV
LUMO ... -0.0027 Eh
Largest force on an atom ... 0.8 eV Å⁻¹

Atomic partial charges in e from the natural (NBO) method, atoms 1 to 6: atom 1 (Kr): 0.001, atom 2 (O): -0.965, atom 3 (H): 0.476, atom 4 (H): 0.467, atom 5 (O): -0.971, atom 6 (H): 0.476

---

# 2
A cluster of 6 separate species, H18N6 in total. Source: the OMol25 dataset; level of theory: the ωB97M-V functional and the def2-TZVPD basis.

Geometry as ORCA input:
```
! RIJCOSX wB97M-V def2-TZVPD def2/J DEFGRID3
* xyz 0 1
N 2.48706 0.28866 2.47043
H 3.37857 0.42506 2.00838
H 2.28010 1.08253 3.06227
H 1.81006 0.26592 1.71563
N 0.63952 -2.57599 1.13819
H 0.29177 -1.83079 1.71224
H 0.71769 -2.35035 0.15755
H 1.09085 -3.37563 1.52667
N -0.02460 2.22491 -0.02241
H -0.53290 1.43549 0.36870
H -0.66139 3.01080 -0.05152
H 0.78379 2.46457 0.54191
N 0.58073 -1.30862 -1.96281
H 0.58683 -1.79695 -2.85055
H 1.30255 -0.59810 -1.95590
H -0.30463 -0.80783 -1.91137
N -1.84126 -0.24171 0.96428
H -1.65888 -0.31073 1.95837
H -1.39785 -1.04296 0.52876
H -2.84472 -0.24693 0.84698
N -1.68871 1.12736 -2.62408
H -1.76324 1.13203 -1.61467
H -2.45148 1.56418 -3.11295
H -0.77990 1.46509 -2.89411
*
```

ΔE to the lowest compared entry with this formula, charge and spin ... 0.96 kJ/mol
Kohn-Sham gap ... 9.652 eV
LUMO ... 0.0286 Eh
SMILES string ... N.N.N.N.N.N
Largest force on an atom ... 1.1 eV Å⁻¹

Atomic partial charges in e from the natural (NBO) method, atoms 1 to 6: atom 1 (N): -1.069, atom 2 (H): 0.359, atom 3 (H): 0.354, atom 4 (H): 0.356, atom 5 (N): -1.151, atom 6 (H): 0.362

---

# 3
A cluster of 10 separate species, H18NO12 in total. Source: the OMol25 dataset; level of theory: the ωB97M-V functional and the def2-TZVPD basis.

Geometry as ORCA input:
```
! RIJCOSX wB97M-V def2-TZVPD def2/J DEFGRID3
* xyz -1 1
N -0.20414 -0.03077 -0.12867
O 0.13707 -0.80847 -1.10354
O 0.67900 0.18604 0.73946
O -1.41781 0.09409 0.07400
O 3.95279 1.15823 0.60701
H 4.77841 0.65718 0.37276
H 3.44459 0.41876 0.95458
O 2.59527 -0.31648 2.89370
H 1.88456 -0.43818 2.22091
H 2.93955 -1.22003 3.26570
O -1.97489 -2.33723 -2.25242
H -1.42552 -2.88740 -2.61869
H -1.40959 -1.54031 -1.85661
O 0.41633 2.85129 -1.64137
H 1.30071 3.22967 -1.62554
H 0.24311 2.49220 -0.79256
O -0.16857 2.07615 2.82824
H -0.92342 1.61678 3.14016
H 0.13660 1.45763 2.18667
O -2.48829 -1.06563 2.31031
H -2.20469 -0.71108 1.47157
H -1.98093 -1.96940 2.41084
O -1.88156 -0.11958 -3.58346
H -1.83637 -0.94552 -3.22590
H -1.02469 -0.04134 -4.13142
O 2.92251 -1.91347 -1.11191
H 1.99270 -1.56927 -0.90084
H 2.88288 -2.86662 -0.75004
O -4.06140 1.36186 -0.16288
H -3.03082 1.12566 0.02391
H -4.27339 2.05523 0.38604
*
```

ΔE to the lowest compared entry with this formula, charge and spin ... 333.92 kJ/mol
Kohn-Sham gap ... 9.906 eV
LUMO ... 0.0961 Eh
Largest force on an atom ... 8.7 eV Å⁻¹

Atomic partial charges in e from the natural (NBO) method, atoms 1 to 6: atom 1 (N): 0.727, atom 2 (O): -0.555, atom 3 (O): -0.548, atom 4 (O): -0.524, atom 5 (O): -0.941, atom 6 (H): 0.453

---

# 4
A cluster of 10 separate species, H18NO15S2 in total. Source: the OMol25 dataset; level of theory: the ωB97M-V functional and the def2-TZVPD basis.

Geometry as ORCA input:
```
! RIJCOSX wB97M-V def2-TZVPD def2/J DEFGRID3
* xyz -3 1
N -0.40419 -0.28863 0.36622
H -0.14497 -0.74393 1.25505
H -1.23581 -0.67697 -0.10012
H 0.36789 -0.42291 -0.27963
H -0.52505 0.73131 0.56344
S -1.99006 -2.21953 -2.48341
O -2.04120 -3.50504 -3.22004
O -1.98184 -1.07933 -3.41745
O -3.14085 -2.11141 -1.58146
O -0.70017 -2.23894 -1.71946
S -1.55910 3.00456 0.09648
O -1.64165 4.42564 0.48645
O -2.81904 2.26980 0.25333
O -1.20186 2.85913 -1.34115
O -0.46330 2.33647 0.87065
O -1.10303 2.17190 3.74210
H -1.08065 2.96931 4.27770
H -1.07308 2.50404 2.81560
O 2.93611 -0.01575 -3.03512
H 3.41754 0.54932 -3.64490
H 2.43307 0.59510 -2.46428
O 1.68629 1.90138 2.33079
H 0.91164 2.14732 1.73579
H 1.26739 1.68332 3.16804
O 0.17623 0.68193 -2.21912
H -0.34020 1.48569 -1.83738
H -0.47490 0.02854 -2.59102
O 0.23551 -1.54623 2.71744
H 0.95174 -2.18879 2.65948
H 0.48566 -0.95130 3.43591
O 2.45228 -0.91439 -0.20062
H 2.57614 -1.42918 -1.01143
H 3.12041 -1.24301 0.40640
O 0.70331 -3.53902 0.03759
H 0.04820 -3.09204 -0.61937
H 0.15156 -4.13839 0.54753
*
```

Kohn-Sham gap ... 4.933 eV
LUMO ... 0.2385 Eh
Largest force on an atom ... 3.1 eV Å⁻¹

Atomic partial charges in e from the natural (NBO) method, atoms 1 to 6: atom 1 (N): -0.932, atom 2 (H): 0.419, atom 3 (H): 0.463, atom 4 (H): 0.466, atom 5 (H): 0.456, atom 6 (S): 2.593

---

Which formula does entry 2 have?
H18N6

---

What did the fourth record say?
A cluster of 10 separate species, H18NO15S2 in total. Source: the OMol25 dataset; level of theory: the ωB97M-V functional and the def2-TZVPD basis.

Geometry as ORCA input:
```
! RIJCOSX wB97M-V def2-TZVPD def2/J DEFGRID3
* xyz -3 1
N -0.40419 -0.28863 0.36622
H -0.14497 -0.74393 1.25505
H -1.23581 -0.67697 -0.10012
H 0.36789 -0.42291 -0.27963
H -0.52505 0.73131 0.56344
S -1.99006 -2.21953 -2.48341
O -2.04120 -3.50504 -3.22004
O -1.98184 -1.07933 -3.41745
O -3.14085 -2.11141 -1.58146
O -0.70017 -2.23894 -1.71946
S -1.55910 3.00456 0.09648
O -1.64165 4.42564 0.48645
O -2.81904 2.26980 0.25333
O -1.20186 2.85913 -1.34115
O -0.46330 2.33647 0.87065
O -1.10303 2.17190 3.74210
H -1.08065 2.96931 4.27770
H -1.07308 2.50404 2.81560
O 2.93611 -0.01575 -3.03512
H 3.41754 0.54932 -3.64490
H 2.43307 0.59510 -2.46428
O 1.68629 1.90138 2.33079
H 0.91164 2.14732 1.73579
H 1.26739 1.68332 3.16804
O 0.17623 0.68193 -2.21912
H -0.34020 1.48569 -1.83738
H -0.47490 0.02854 -2.59102
O 0.23551 -1.54623 2.71744
H 0.95174 -2.18879 2.65948
H 0.48566 -0.95130 3.43591
O 2.45228 -0.91439 -0.20062
H 2.57614 -1.42918 -1.01143
H 3.12041 -1.24301 0.40640
O 0.70331 -3.53902 0.03759
H 0.04820 -3.09204 -0.61937
H 0.15156 -4.13839 0.54753
*
```

Kohn-Sham gap ... 4.933 eV
LUMO ... 0.2385 Eh
Largest force on an atom ... 3.1 eV Å⁻¹

Atomic partial charges in e from the natural (NBO) method, atoms 1 to 6: atom 1 (N): -0.932, atom 2 (H): 0.419, atom 3 (H): 0.463, atom 4 (H): 0.466, atom 5 (H): 0.456, atom 6 (S): 2.593

---

Please write out number 2 again, unchanged.
A cluster of 6 separate species, H18N6 in total. Source: the OMol25 dataset; level of theory: the ωB97M-V functional and the def2-TZVPD basis.

Geometry as ORCA input:
```
! RIJCOSX wB97M-V def2-TZVPD def2/J DEFGRID3
* xyz 0 1
N 2.48706 0.28866 2.47043
H 3.37857 0.42506 2.00838
H 2.28010 1.08253 3.06227
H 1.81006 0.26592 1.71563
N 0.63952 -2.57599 1.13819
H 0.29177 -1.83079 1.71224
H 0.71769 -2.35035 0.15755
H 1.09085 -3.37563 1.52667
N -0.02460 2.22491 -0.02241
H -0.53290 1.43549 0.36870
H -0.66139 3.01080 -0.05152
H 0.78379 2.46457 0.54191
N 0.58073 -1.30862 -1.96281
H 0.58683 -1.79695 -2.85055
H 1.30255 -0.59810 -1.95590
H -0.30463 -0.80783 -1.91137
N -1.84126 -0.24171 0.96428
H -1.65888 -0.31073 1.95837
H -1.39785 -1.04296 0.52876
H -2.84472 -0.24693 0.84698
N -1.68871 1.12736 -2.62408
H -1.76324 1.13203 -1.61467
H -2.45148 1.56418 -3.11295
H -0.77990 1.46509 -2.89411
*
```

ΔE to the lowest compared entry with this formula, charge and spin ... 0.96 kJ/mol
Kohn-Sham gap ... 9.652 eV
LUMO ... 0.0286 Eh
SMILES string ... N.N.N.N.N.N
Largest force on an atom ... 1.1 eV Å⁻¹

Atomic partial charges in e from the natural (NBO) method, atoms 1 to 6: atom 1 (N): -1.069, atom 2 (H): 0.359, atom 3 (H): 0.354, atom 4 (H): 0.356, atom 5 (N): -1.151, atom 6 (H): 0.362